# 1
{
  "formula": "C5H13NO",
  "method": "ωB97M-V/def2-TZVPD",
  "relative_energy_ev": 1.952,
  "orbital_gap_ev": 10.27,
  "e_tot_ha": -328.24711,
  "fmax_ev_per_a": 2.90,
  "smiles": "CCNCCCO",
  "elements": ["C", "C", "N", "C", "C", "C", "O", "H", "H", "H", "H", "H", "H", "H", "H", "H", "H", "H", "H", "H"],
  "xyz": [[-1.65831, 1.56274, 1.61852], [-1.79529, 0.22128, 0.90104], [-0.48572, -0.38194, 0.70871], [-0.24516, -1.36950, -0.32205], [1.21790, -1.37255, -0.80786], [1.61516, -0.01158, -1.48218], [1.48004, 1.17567, -0.68949], [-0.76046, 2.03558, 1.22640], [-1.33076, 1.61853, 2.66630], [-2.44291, 2.29863, 1.36066], [-2.38214, -0.54624, 1.40707], [-2.11174, 0.47303, -0.11034], [-0.41048, -0.69289, 1.62447], [-0.80446, -1.02699, -1.22847], [-0.57727, -2.37744, -0.11308], [1.41833, -2.20252, -1.50281], [1.83858, -1.49622, 0.05660], [2.63683, 0.10225, -1.82078], [0.86852, 0.04330, -2.34403], [0.81194, 0.85685, -0.11193]]
}

# 2
{
  "formula": "CHN5O",
  "method": "ωB97M-V/def2-TZVPD",
  "relative_energy_ev": 0.000,
  "s_squared": 2.0176,
  "orbital_gap_ev": [5.75, 8.10],
  "e_tot_ha": -387.56636,
  "fmax_ev_per_a": 8.90,
  "multiplicity": 3,
  "elements": ["C", "N", "N", "N", "N", "N", "O", "H"],
  "xyz": [[1.32824, 1.00340, -0.17435], [1.85520, -1.42000, -0.01053], [2.76352, -1.16752, 0.55730], [-4.22442, -0.42816, 0.11208], [-4.34816, 0.05305, -0.86512], [0.36504, 0.78749, 0.46612], [2.24540, 1.34589, -0.76778], [0.01518, -0.17415, 0.68229]]
}

# 3
{
  "formula": "C2H11NO4",
  "method": "ωB97M-V/def2-TZVPD",
  "relative_energy_ev": 1.629,
  "orbital_gap_ev": 10.37,
  "e_tot_ha": -438.49764,
  "fmax_ev_per_a": 4.94,
  "smiles": "CC(N)=O.O.O.O",
  "elements": ["C", "C", "N", "O", "H", "H", "H", "H", "H", "O", "H", "H", "O", "H", "H", "O", "H", "H"],
  "xyz": [[0.82397, -0.08252, 0.64825], [-0.53725, -0.91455, 0.77505], [-0.96113, -1.18197, -0.53071], [-1.30297, -0.96829, 1.72065], [1.71212, -0.79028, 0.56136], [1.09064, 0.56030, 1.46924], [0.72136, 0.51127, -0.26750], [-0.68461, -0.85159, -1.39815], [-1.74132, -1.87502, -0.57335], [0.18756, 2.06085, -2.54972], [1.00862, 2.34024, -2.90198], [-0.15913, 2.89198, -2.23072], [-1.69761, -1.00524, 4.37338], [-0.95454, -1.09431, 3.66113], [-2.00889, -0.03278, 4.30542], [2.76210, 1.25686, -3.59153], [3.34420, 1.05823, -4.28660], [3.08658, 0.78471, -2.78596]]
}

# 4
{
  "formula": "C2H4O3",
  "method": "ωB97M-V/def2-TZVPD",
  "relative_energy_ev": 2.057,
  "orbital_gap_ev": 10.88,
  "e_tot_ha": -304.26610,
  "fmax_ev_per_a": 6.12,
  "smiles": "O=C(O)CO",
  "elements": ["O", "C", "O", "C", "O", "H", "H", "H", "H"],
  "xyz": [[-0.92021, 1.67866, -0.03139], [-0.76213, 0.52416, -0.12199], [-1.77785, -0.36505, -0.16344], [0.58517, -0.30909, -0.01250], [1.70993, 0.39145, -0.16509], [-1.27823, -1.32549, 0.23574], [0.61701, -0.92200, -0.80287], [0.37100, -1.06388, 0.86396], [1.45532, 1.39124, 0.19757]]
}